Entry from OMol25: an isolated molecule of C4H8N2O (ωB97M-V with the def2-TZVPD basis set).

For the HOMO-LUMO gap, the calculation gives 6.9 eV. As for the spin multiplicity: 1. The calculation puts the LUMO energy at 0.53 eV. Its energy above the lowest of the compared OMol25 structures with the same formula, charge and spin is 132.82 kcal/mol. The value obtained for the largest force on an atom is 0.010 hartree/bohr. Its net charge is 0.

Last column: natural (NBO) charge in e.
Geometry (Å):
C (1.57, -0.86, 1.06)  -0.415
C (0.62, -0.16, -1.07)  -0.393
N (0.41, -0.96, 0.15)  -0.352
C (-0.84, -0.10, 0.42)  -0.232
C (-0.48, 0.67, -0.85)  0.153
N (-1.03, 1.67, -1.44)  -0.283
O (-2.16, 2.07, -0.67)  -0.628
H (1.60, -1.58, 1.89)  0.199
H (1.57, 0.18, 1.41)  0.225
H (2.45, -0.95, 0.42)  0.225
H (1.26, -0.52, -1.86)  0.209
H (0.13, -1.94, 0.02)  0.388
H (-0.81, 0.39, 1.40)  0.213
H (-1.77, -0.69, 0.34)  0.220
H (-2.50, 2.78, -1.23)  0.471


Entry from OMol25: an isolated molecule of C4H8N2O in a non-equilibrium geometry (ωB97M-V with the def2-TZVPD basis set).

For the HOMO-LUMO gap, the calculation gives 10.5 eV. As for the spin multiplicity: 1. The calculation puts the LUMO energy at 0.77 eV. As for the SMILES: C[C@](O)(C#N)CN. Its energy above the lowest of the compared OMol25 structures with the same formula, charge and spin is 38.86 kcal/mol. The value obtained for the largest force on an atom is 0.021 hartree/bohr. Its net charge is 0.

Last column: natural (NBO) charge in e.
Geometry (Å):
C (1.08, 0.15, -1.19)  -0.620
C (-0.15, -0.25, -0.37)  0.149
O (0.08, -1.47, 0.36)  -0.721
C (-0.46, 0.83, 0.69)  -0.215
N (0.48, 0.59, 1.78)  -0.839
C (-1.33, -0.55, -1.21)  0.253
N (-2.23, -1.06, -1.73)  -0.308
H (1.35, -0.61, -1.94)  0.222
H (1.92, 0.29, -0.50)  0.245
H (0.92, 1.10, -1.71)  0.220
H (-0.36, -2.23, -0.04)  0.498
H (-1.52, 0.79, 0.98)  0.180
H (-0.27, 1.83, 0.27)  0.197
H (0.39, -0.39, 2.02)  0.380
H (0.23, 1.14, 2.60)  0.362


Entry from OMol25: an isolated molecule of C4H8N2O (ωB97M-V with the def2-TZVPD basis set).

For the HOMO-LUMO gap, the calculation gives 9.6 eV. As for the spin multiplicity: 1. The calculation puts the LUMO energy at 0.80 eV. As for the SMILES: C[C@H](O)N=C=CN. Its energy above the lowest of the compared OMol25 structures with the same formula, charge and spin is 60.99 kcal/mol. The value obtained for the largest force on an atom is 0.013 hartree/bohr. Its net charge is 0.

Last column: natural (NBO) charge in e.
Geometry (Å):
N (2.42, 0.55, 1.52)  -0.825
C (1.24, 1.15, 0.95)  -0.254
C (-0.45, -0.74, -1.50)  -0.647
C (-1.42, -0.80, -0.33)  0.239
O (-2.64, -0.26, -0.77)  -0.706
C (0.10, 0.49, 0.91)  0.415
N (-1.00, -0.05, 0.86)  -0.454
H (3.18, 0.58, 0.85)  0.361
H (2.71, 1.07, 2.33)  0.362
H (1.24, 2.15, 0.54)  0.204
H (0.53, -1.13, -1.22)  0.218
H (-0.34, 0.30, -1.83)  0.220
H (-1.54, -1.84, 0.00)  0.159
H (-0.85, -1.33, -2.33)  0.228
H (-3.20, -0.16, 0.02)  0.478


Entry from OMol25: an isolated molecule of C4H8N2O (ωB97M-V with the def2-TZVPD basis set).

For the HOMO-LUMO gap, the calculation gives 10.6 eV. As for the spin multiplicity: 1. The calculation puts the LUMO energy at 0.97 eV. As for the SMILES: C[C@@]1(C(N)=O)CN1. Its energy above the lowest of the compared OMol25 structures with the same formula, charge and spin is 28.66 kcal/mol. The value obtained for the largest force on an atom is 0.007 hartree/bohr. Its net charge is 0.

Last column: natural (NBO) charge in e.
Geometry (Å):
C (-1.20, -1.20, 0.36)  -0.611
C (-0.22, -0.10, 0.04)  -0.024
C (-0.68, 1.00, -0.85)  -0.245
N (-0.45, 1.26, 0.56)  -0.590
C (1.23, -0.54, 0.10)  0.674
O (1.53, -1.68, 0.40)  -0.606
N (2.16, 0.41, -0.21)  -0.825
H (-2.23, -0.83, 0.28)  0.201
H (-1.07, -2.04, -0.33)  0.235
H (-1.03, -1.59, 1.37)  0.228
H (0.00, 1.53, -1.52)  0.203
H (-1.71, 0.94, -1.20)  0.198
H (-1.34, 1.30, 1.06)  0.360
H (1.90, 1.38, -0.10)  0.400
H (3.11, 0.16, 0.04)  0.400


Entry from OMol25: an isolated molecule of C4H8N2O in a non-equilibrium geometry (ωB97M-V with the def2-TZVPD basis set).

For the HOMO-LUMO gap (spin up / spin down), the calculation gives 8.7 / 8.7 eV. As for the spin multiplicity: 1. The calculation puts the LUMO energy (spin up / spin down) at 0.68 / 0.68 eV. Its energy above the lowest of the compared OMol25 structures with the same formula, charge and spin is 105.09 kcal/mol. The value obtained for the largest force on an atom is 0.064 hartree/bohr. Its net charge is 0.

Last column: natural (NBO) charge in e.
Geometry (Å):
N (-2.18, -0.87, -0.05)  -0.823
C (-0.96, -0.17, 0.35)  -0.132
C (0.27, -0.62, -0.49)  -0.467
C (1.44, 0.33, -0.35)  -0.021
O (2.03, 0.12, 0.90)  -0.722
C (-1.01, 1.30, 0.15)  0.276
N (-0.17, 2.08, -0.14)  -0.456
H (-2.22, -1.78, 0.38)  0.361
H (-2.98, -0.35, 0.29)  0.369
H (-0.72, -0.29, 1.42)  0.213
H (-0.06, -0.69, -1.53)  0.229
H (0.54, -1.64, -0.15)  0.239
H (0.99, 1.79, -0.52)  0.284
H (2.13, 0.26, -1.18)  0.172
H (2.89, 0.54, 0.90)  0.477


Entry from OMol25: a structure of composition C4H8N2O in a non-equilibrium geometry (ωB97M-V with the def2-TZVPD basis set).

For the HOMO-LUMO gap, the calculation gives 9.6 eV. As for the spin multiplicity: 1. The calculation puts the LUMO energy at 0.47 eV. Its energy above the lowest of the compared OMol25 structures with the same formula, charge and spin is 76.63 kcal/mol. The value obtained for the largest force on an atom is 0.074 hartree/bohr. Its net charge is 0.

Last column: natural (NBO) charge in e.
Geometry (Å):
C (0.06, 0.13, -0.20)  0.420
C (0.17, -1.18, -0.97)  -0.653
C (1.28, 1.03, -0.28)  -0.643
N (-0.34, -0.17, 1.27)  -0.752
O (-1.10, 0.83, -0.53)  -0.539
C (-1.99, 0.42, 0.64)  0.491
N (-3.09, 0.35, 1.01)  -0.491
H (-0.39, -1.15, 1.53)  0.405
H (0.10, 0.42, 1.97)  0.405
H (1.12, 1.93, 0.32)  0.225
H (-0.73, -1.77, -0.83)  0.229
H (1.05, -1.75, -0.66)  0.215
H (0.26, -0.95, -2.03)  0.235
H (1.42, 1.34, -1.31)  0.234
H (2.18, 0.51, 0.06)  0.218


What is the formula in the sixth record? C4H8N2O